Record 1
Here is a 2-piece molecular cluster, C4H9O2 overall in a non-equilibrium geometry from the OMol25 dataset. Energies are from the ωB97M-V functional and the def2-TZVPD basis.

ΔE to the lowest compared entry with this formula, charge and spin, kJ/mol: 140.2
Gap between HOMO and LUMO, hartree: 0.2693
Net charge: -1
E_tot, eV: -8389.0386
Multiplicity: 1

The geometry in XYZ format:
```
15
Properties=species:S:1:pos:R:3:forces:R:3:mulliken_charge:R:1
C 0.626532 -1.738078 -1.708675 1.90 -0.83 0.55 -0.9290
C 0.215454 -1.555054 -0.210587 -0.22 -0.14 -0.59 -0.3389
H 0.170643 -2.595375 -2.133813 -0.35 -1.35 -0.22 0.2955
H 0.157196 -0.972034 -2.299193 0.52 0.82 -0.28 0.3254
H 1.773741 -1.902115 -1.913680 -2.15 0.87 0.39 0.1977
H 0.987120 -1.934478 0.530371 -0.61 1.24 -0.90 0.2720
H -0.644673 -2.239147 0.017989 0.38 1.00 -0.31 0.2139
H -0.106224 -0.459926 -0.222715 0.49 -1.65 1.40 -0.0866
C 0.119274 2.107901 0.789886 -0.14 0.43 -0.70 -0.7430
C -1.197151 1.776707 1.435158 0.03 -1.01 4.29 0.6129
O -1.092064 1.836388 2.761779 -0.97 0.33 -3.01 -0.7884
O -2.088536 1.229692 0.770115 -0.34 0.48 -0.22 -0.6876
H -0.043214 1.803215 -0.314583 1.20 0.66 1.64 0.1752
H 0.698792 1.467035 1.492183 0.56 0.27 -1.39 0.1538
H 0.423109 3.175270 1.005765 -0.30 -1.11 -0.65 0.3270
```
Forces are in eV/Å.

Record 2
Here is a 2-piece molecular cluster, C4H9O2 overall in a non-equilibrium geometry from the OMol25 dataset. Energies are from the ωB97M-V functional and the def2-TZVPD basis.

ΔE to the lowest compared entry with this formula, charge and spin, kJ/mol: 116.9
Gap between HOMO and LUMO, hartree: 0.2907
Net charge: -1
E_tot, eV: -8389.2807
Multiplicity: 1

The geometry in XYZ format:
```
15
Properties=species:S:1:pos:R:3:forces:R:3:mulliken_charge:R:1
C -2.460281 -0.373297 -0.648571 0.37 0.39 1.26 -0.6671
C -1.119065 -0.572288 -1.368314 1.57 -0.63 3.23 -0.6033
H -2.711823 0.739925 -0.723457 -0.22 -1.62 -0.31 0.2089
H -3.246845 -1.099882 -1.033705 0.58 1.25 0.73 0.2513
H -2.278067 -0.449386 0.497405 -0.62 -0.48 -1.84 0.2097
H -0.996059 0.071276 -2.154286 0.09 1.40 -2.34 0.3056
H -0.260129 -0.257384 -0.702129 -1.35 -0.01 -0.72 -0.0564
H -0.727887 -1.555913 -1.614461 -0.87 -0.49 -0.27 0.3637
C 2.253163 0.429513 1.686754 -0.05 0.49 1.06 -1.0387
C 1.560377 0.426128 0.322162 0.98 1.92 -2.40 0.7213
O 1.932351 -0.271269 -0.666738 0.09 -0.89 1.61 -0.7502
O 0.835426 1.451069 0.156124 -0.64 -0.46 0.78 -0.7291
H 1.993287 1.435676 2.074977 0.80 -0.37 -0.23 0.2767
H 3.328180 0.215279 1.674390 -0.11 0.33 -0.40 0.2609
H 1.897371 -0.189443 2.499844 -0.62 -0.84 -0.17 0.2468
```
Forces are in eV/Å.

Record 3
Here is a 2-piece molecular cluster, C4H9O2 overall in a non-equilibrium geometry from the OMol25 dataset. Energies are from the ωB97M-V functional and the def2-TZVPD basis.

ΔE to the lowest compared entry with this formula, charge and spin, kJ/mol: 49.9
Gap between HOMO and LUMO, hartree: 0.2727
Net charge: -1
E_tot, eV: -8389.9748
Multiplicity: 1

The geometry in XYZ format:
```
15
Properties=species:S:1:pos:R:3:forces:R:3:mulliken_charge:R:1
C 0.027741 2.227216 0.403789 -0.02 0.44 -0.40 -0.7359
C -0.894826 1.203799 1.079837 0.46 -0.09 -0.67 -0.8490
H 0.552310 1.841497 -0.473920 -0.19 -0.25 0.08 0.2528
H -0.509770 3.119020 0.061572 0.01 -0.11 0.07 0.2905
H 0.818871 2.569959 1.066028 -0.02 0.11 0.23 0.2449
H -1.082926 0.368656 0.405496 0.10 -0.08 0.17 0.2521
H -1.881044 1.595633 1.293940 -0.05 0.31 0.46 0.3261
H -0.378470 0.839176 1.966679 -0.46 -0.22 0.11 0.2485
C 0.930720 -1.572548 -0.500047 -1.54 -0.43 0.49 -0.3929
C -0.141780 -2.488840 -1.292097 1.58 0.36 0.17 0.5759
O -0.868708 -3.252267 -0.633209 -0.23 0.26 0.17 -0.7122
O 0.015363 -2.387716 -2.530054 -0.56 -0.03 -0.07 -0.7167
H 1.386004 -2.151431 0.310200 0.60 -0.27 -0.58 0.2670
H 0.475006 -0.783402 0.107259 -0.29 0.08 -0.47 -0.2547
H 1.551510 -1.128753 -1.265472 0.61 -0.07 0.23 0.2035
```
Forces are in eV/Å.

Record 4
Here is a 2-piece molecular cluster, C4H9O2 overall from the OMol25 dataset. Energies are from the ωB97M-V functional and the def2-TZVPD basis.

ΔE to the lowest compared entry with this formula, charge and spin, kJ/mol: 34.8
Gap between HOMO and LUMO, hartree: 0.2723
Net charge: -1
E_tot, eV: -8390.1310
Multiplicity: 1

The geometry in XYZ format:
```
15
Properties=species:S:1:pos:R:3:forces:R:3:mulliken_charge:R:1
C 0.305219 1.250180 1.273718 -0.16 0.09 0.30 -0.9081
C 1.342148 0.161919 1.588733 -0.43 0.14 0.68 -0.7456
H -0.659154 0.823457 1.016177 -0.07 -0.24 -0.04 0.3107
H 0.102521 1.835499 2.173253 0.21 0.38 -0.20 0.3180
H 0.556043 1.890709 0.427750 0.19 0.04 0.18 0.3061
H 1.418284 0.039605 2.676259 -0.07 -0.04 -0.09 0.3093
H 2.358787 0.389482 1.268867 -0.14 -0.10 -0.38 0.2141
H 0.966980 -0.781856 1.205016 0.52 -0.16 -0.24 0.2892
C -0.280176 -0.838723 -1.478932 0.01 -0.25 0.04 -0.2223
C -1.740055 -0.714222 -1.945117 -0.44 0.33 -0.54 0.4935
O -1.979491 0.060117 -2.904222 0.17 -0.09 0.14 -0.7401
O -2.558298 -1.408409 -1.298185 0.10 -0.04 0.11 -0.7456
H 0.460580 -0.289084 -2.062851 -0.21 0.15 -0.03 0.2663
H -0.028690 -1.896089 -1.498782 0.14 -0.19 0.07 0.2650
H -0.264698 -0.522585 -0.441682 0.17 -0.03 -0.01 -0.4106
```
Forces are in eV/Å.

Record 5
Here is a 2-piece molecular cluster, C4H9O2 overall in a non-equilibrium geometry from the OMol25 dataset. Energies are from the ωB97M-V functional and the def2-TZVPD basis.

ΔE to the lowest compared entry with this formula, charge and spin, kJ/mol: 170.3
Gap between HOMO and LUMO, hartree: 0.2814
Net charge: -1
E_tot, eV: -8388.7263
Multiplicity: 1

The geometry in XYZ format:
```
15
Properties=species:S:1:pos:R:3:forces:R:3:mulliken_charge:R:1
C -0.040179 0.833269 1.620901 0.86 -0.39 -0.23 -0.6151
C -0.039744 0.068075 3.113423 0.66 -1.25 -2.68 -0.7970
H -0.769056 1.735383 1.591986 0.48 -2.01 0.00 0.2483
H 0.925310 1.418280 1.432120 -0.87 -1.14 0.57 0.2017
H -0.050658 0.081436 0.646935 -0.34 2.11 2.51 0.2037
H -0.109949 0.761685 3.904395 -0.95 0.99 0.90 0.3097
H 0.960751 -0.392132 3.396427 -0.99 0.17 -1.05 0.2304
H -0.823253 -0.782877 3.145563 1.14 1.62 0.10 0.2194
C -0.586955 -0.443734 -3.124300 1.24 1.47 0.94 -0.7163
C 0.600018 -0.750200 -2.122663 -2.25 4.92 1.41 0.4921
O 1.382722 -1.604043 -2.326024 2.76 -4.83 -1.78 -0.6423
O 0.755094 0.137865 -1.227304 -0.92 0.31 0.27 -0.7747
H -1.485354 0.013261 -2.526472 1.68 -0.79 -1.66 0.2138
H -0.727796 -1.334021 -3.695126 -0.88 -0.64 -0.36 0.3058
H 0.009049 0.257753 -3.829861 -1.63 -0.54 1.05 0.1206
```
Forces are in eV/Å.

Record 6
Here is C4H9O2 as an isolated structure in a non-equilibrium geometry from the OMol25 dataset. Energies are from the ωB97M-V functional and the def2-TZVPD basis.

ΔE to the lowest compared entry with this formula, charge and spin, kJ/mol: 465.5
Gap between HOMO and LUMO, hartree: 0.2426
Net charge: -1
E_tot, eV: -8385.6673
Multiplicity: 1

The geometry in XYZ format:
```
15
Properties=species:S:1:pos:R:3:forces:R:3:mulliken_charge:R:1
C 1.775412 0.423032 -0.097420 1.37 1.37 0.91 -0.0589
O 2.850049 0.117551 0.451223 -0.54 0.63 0.28 -0.6208
C 0.392543 0.019939 0.225475 2.22 0.53 -0.96 -0.1886
C -0.639829 0.472713 -0.776684 -0.53 -0.48 0.80 -0.6000
C -2.024648 -0.199523 -0.482525 -0.04 -0.30 -0.66 -0.6395
O -2.511479 0.042566 0.728464 0.27 0.09 0.15 -0.8522
H 1.394318 -2.408483 1.133620 0.01 -0.08 0.07 -0.0414
H 1.731419 -2.698136 0.543102 0.09 -0.16 0.01 0.0731
H 1.840876 0.896838 -1.091767 -0.16 0.07 -0.20 0.3408
H 0.092678 -0.223272 1.235796 0.08 -0.17 0.01 0.5571
H 1.192780 -0.761507 -0.198290 -2.84 -1.91 -0.20 -0.0445
H -0.841421 1.536275 -0.608413 0.28 0.08 -0.29 0.2391
H -0.257636 0.245020 -1.780104 -0.28 0.31 -0.06 0.3930
H -1.882159 -1.289415 -0.740699 0.12 -0.14 0.15 0.2140
H -2.675686 0.138553 -1.337483 -0.05 0.16 -0.01 0.2288
```
Forces are in eV/Å.